{
  "formula": "C22H35Cl2HgN4O3Se",
  "method": "wB97M-V/def2-TZVPD",
  "e_tot_ev": -130051.5435,
  "e_lumo_ev": 2.510,
  "total_charge": -1,
  "relative_energy_kcal_mol": 0.0,
  "elements": ["Hg", "Se", "Cl", "Cl", "O", "O", "O", "N", "N", "N", "N", "C", "C", "C", "C", "C", "C", "C", "C", "C", "C", "C", "C", "C", "C", "C", "C", "C", "C", "C", "C", "C", "C", "H", "H", "H", "H", "H", "H", "H", "H", "H", "H", "H", "H", "H", "H", "H", "H", "H", "H", "H", "H", "H", "H", "H", "H", "H", "H", "H", "H", "H", "H", "H", "H", "H", "H", "H"],
  "positions_angstrom": [[-0.1594, -0.5406, 0.7820], [-1.5613, 2.1435, 0.1098], [0.8898, 0.3536, 2.7670], [-1.9291, -1.6478, -0.4342], [2.1169, 1.5655, -0.1168], [0.3574, 0.1551, -2.2265], [-3.8868, -2.2603, 1.2055], [-0.9330, 0.2563, -4.1348], [4.3206, 2.0104, 0.3336], [0.4359, 3.9498, -0.8821], [0.2531, 4.0515, 1.2794], [-4.8884, -3.2596, 3.6882], [3.1247, 1.4288, 0.5894], [3.6457, -2.5162, -1.2402], [-4.4188, -3.3675, 1.2424], [0.1716, 0.3258, -5.0849], [-2.2792, 0.4251, -4.6652], [2.4136, -1.7072, -0.8455], [1.2456, -3.3066, 0.7118], [-5.4808, -5.2886, 2.4774], [1.1801, 4.9995, 0.8943], [-5.8579, -5.8897, 3.6776], [-5.2653, -3.8738, 4.8787], [4.4880, 3.0158, -0.7126], [-0.7338, 0.0926, -2.8060], [0.3149, 3.4864, -2.2489], [-5.7377, -5.1927, 4.8887], [-0.2432, 3.3945, 0.1676], [5.4853, 1.7265, 1.1560], [1.4487, -2.0255, 0.0040], [-4.9554, -3.9879, 2.4858], [1.3102, 4.9174, -0.4514], [-0.1681, 3.8412, 2.6425], [-2.3737, 1.3896, -5.2061], [1.9260, 5.4561, -1.1682], [-0.8249, 2.9723, 2.6764], [3.7033, -2.6599, -2.3289], [0.1694, 1.3027, -5.5931], [0.3017, -3.8003, 0.4041], [-1.6734, -0.0829, -2.2429], [0.7108, 3.6623, 3.2858], [1.1774, -3.0972, 1.8032], [-6.0117, -5.6842, 5.8267], [2.0688, -4.0286, 0.5689], [4.5743, -1.9780, -0.9848], [4.5729, 4.0176, -0.2725], [-4.5473, -2.2217, 3.6755], [0.7479, 4.2668, -2.9019], [-5.5946, -5.8027, 1.5205], [-0.7341, 3.3353, -2.5047], [-0.7031, 4.7315, 3.0238], [2.4040, -0.7424, -1.3674], [5.4053, 2.7810, -1.2780], [5.7791, 2.6026, 1.7599], [3.6243, 2.9888, -1.3843], [0.0575, -0.4736, -5.8396], [1.6768, 5.6585, 1.5969], [-2.5479, -0.4082, -5.3378], [0.8505, 2.5388, -2.3958], [1.1156, 0.1860, -4.5511], [6.3337, 1.3980, 0.5291], [-4.5316, -3.9603, 0.3088], [-5.1794, -3.3251, 5.8117], [5.1952, 0.9074, 1.8336], [3.1186, 0.7940, 1.4964], [-2.9600, 0.4239, -3.8064], [-6.2362, -6.9098, 3.6695], [3.7011, -3.5138, -0.7599]],
  "forces_ev_per_a": [[1.4, -0.6, -1.1], [-0.4, -0.1, -0.1], [0.0, 0.5, 1.1], [-0.5, -0.2, -0.8], [1.6, 0.3, 1.0], [-1.5, -0.1, -1.5], [-2.0, -2.3, 0.8], [0.1, 0.1, -1.0], [0.7, 0.6, -0.2], [-0.5, -0.6, 0.2], [-0.2, -0.1, -0.9], [-0.1, -0.4, -0.1], [-1.8, -0.3, -1.0], [0.0, -0.5, 0.1], [0.7, 2.1, -0.3], [-0.3, -0.1, 0.2], [0.3, -0.2, 0.3], [0.8, 0.0, -0.4], [0.4, -0.7, 0.7], [0.2, 0.5, 0.1], [0.3, 0.0, -0.2], [0.0, 0.1, 0.2], [-0.1, -0.2, -0.1], [0.0, -0.6, 0.1], [1.1, 0.4, 1.7], [0.4, 0.2, -0.5], [0.1, 0.0, -0.5], [1.0, 1.0, 0.5], [-0.5, -0.2, 0.1], [-0.8, 1.3, 0.2], [0.0, 0.0, 0.5], [0.0, 0.2, 0.0], [0.0, 0.2, 0.7], [0.0, -0.5, 0.2], [-0.2, -0.1, 0.4], [0.1, 0.0, 0.0], [-0.1, -0.1, 0.1], [0.1, -0.2, 0.0], [0.4, 0.3, 0.1], [0.4, 0.1, -0.2], [-0.4, -0.1, -0.3], [-0.1, -0.3, -0.5], [0.1, 0.2, -0.3], [-0.1, -0.1, 0.0], [-0.2, -0.1, 0.1], [0.0, -0.1, -0.1], [0.1, -0.4, -0.1], [-0.2, -0.3, 0.2], [0.1, 0.0, 0.3], [0.0, 0.0, 0.1], [0.1, -0.3, -0.2], [-0.2, -0.2, 0.4], [-0.3, 0.2, 0.1], [0.0, -0.2, -0.2], [0.1, -0.1, 0.2], [0.1, 0.3, 0.2], [-0.2, -0.3, -0.1], [0.0, 0.3, 0.1], [-0.1, 0.2, 0.2], [-0.2, 0.0, 0.0], [-0.3, 0.1, 0.3], [0.0, 0.0, 0.1], [-0.1, -0.1, -0.1], [0.3, 0.3, -0.2], [-0.1, 0.1, -0.3], [0.0, 0.0, -0.3], [0.0, 0.2, 0.0], [-0.1, 0.5, -0.2]],
  "lowdin_charge": [0.53, 0.61, -0.23, -0.05, -0.05, -0.07, -0.10, -0.20, -0.20, -0.14, -0.12, -0.02, -0.34, -0.14, -0.22, -0.06, -0.07, -0.27, -0.21, -0.05, -0.07, -0.10, -0.09, -0.05, -0.40, -0.05, -0.09, -0.72, -0.07, -0.39, -0.19, -0.08, -0.08, 0.09, 0.12, 0.03, 0.05, 0.08, 0.05, 0.02, 0.09, 0.06, 0.10, 0.04, 0.05, 0.08, 0.12, 0.09, 0.11, 0.07, 0.09, 0.05, 0.08, 0.08, 0.08, 0.08, 0.12, 0.08, 0.08, 0.08, 0.08, 0.12, 0.10, 0.09, 0.07, 0.09, 0.10, 0.05]
}